# 1
C27H50OP2Pb | ωB97M-V/def2-TZVPD

Output
- Energy above the lowest of the compared OMol25 structures with the same formula, charge and spin: 100.9 kJ/mol

Structure (ORCA input):
```
! RIJCOSX wB97M-V def2-TZVPD def2/J DEFGRID3
* xyz 2 1
Pb 3.0375 1.2437 -0.5358
C -1.5570 1.1690 0.4495
C -1.3303 -0.1413 0.9340
C 0.0880 1.2788 2.0323
C -0.7019 2.0514 1.1531
C -0.2839 -0.0755 1.8905
C -2.5515 1.5460 -0.5672
H -3.3459 0.7959 -0.6266
H -2.0904 1.6158 -1.5624
H -3.0273 2.5067 -0.3354
C -0.7753 3.5190 1.0720
H -0.6610 3.8531 0.0383
H -0.0082 4.0021 1.6869
H -1.7599 3.8732 1.4232
C 1.0505 1.8045 3.0248
H 0.4999 2.1093 3.9318
H 1.6019 2.6842 2.6671
H 1.7926 1.0524 3.3273
C 0.1996 -1.2149 2.6930
H -0.4635 -1.4301 3.5481
H 1.1996 -1.0223 3.0914
H 0.2378 -2.1222 2.0792
C -2.0812 -1.3550 0.5762
H -2.4776 -1.8690 1.4668
H -1.4425 -2.0709 0.0380
H -2.9318 -1.1146 -0.0707
C -0.1033 -1.8993 -3.2417
C -1.3295 -2.2542 -2.8451
C -1.7732 -3.5695 -2.2680
C -0.7498 -4.5713 -1.6704
C -0.0552 -4.0705 -0.4521
C 1.0831 -3.3582 -0.3812
C 1.6664 -2.4448 -1.3974
C 1.1794 -2.5966 -2.8612
H -2.2853 -4.0706 -3.1143
H -0.0474 -4.9654 -2.4223
H -2.5482 -3.3902 -1.4966
H 1.0315 -3.6582 -3.0993
H 0.0115 -0.9443 -3.7729
H -2.1662 -1.5635 -3.0115
H 1.9701 -2.1959 -3.5186
H 1.5531 -1.3863 -1.0765
H 1.5972 -3.3374 0.5886
H 2.7680 -2.5773 -1.3729
H -1.3508 -5.4352 -1.3291
H -0.5804 -4.3124 0.4916
P 5.0760 -3.0868 -2.0177
P 6.6422 -3.1508 0.5031
C 6.7326 -4.0142 -2.1602
C 7.6388 -3.7611 -0.9752
H 7.1993 -3.7034 -3.1054
H 6.5182 -5.0909 -2.2487
H 8.1424 -4.6949 -0.6826
H 8.4079 -3.0109 -1.2089
C 8.1353 -3.2604 1.5825
H 7.8292 -3.1422 2.6259
H 8.8305 -2.4568 1.3164
H 8.6395 -4.2291 1.4591
C 6.0176 -4.8520 0.9284
H 6.7898 -5.6104 0.7381
H 5.1100 -5.1063 0.3687
H 5.7799 -4.8535 1.9989
C 5.4584 -1.8885 -3.3640
H 4.5909 -1.2460 -3.5642
H 5.7439 -2.4325 -4.2746
H 6.3021 -1.2591 -3.0458
C 4.2341 -4.4836 -2.8946
H 4.6137 -5.4396 -2.4936
H 4.4595 -4.4402 -3.9580
H 3.1392 -4.4942 -2.7409
C 1.0652 2.2166 -3.8121
C 1.1029 2.9907 -2.5193
C -0.1283 3.8405 -2.3388
O 1.2735 2.0986 -1.4045
H 0.2814 1.4479 -3.7773
H 2.0179 1.7177 -4.0371
H 0.8582 2.8727 -4.6639
H 1.9804 3.6649 -2.5425
H -1.0011 3.1994 -2.1721
H -0.0437 4.5568 -1.5185
H -0.3406 4.4470 -3.2323
*
```

# 2
C27H50OP2Pr | ωB97M-V/def2-TZVPD

Structure (ORCA input):
```
! RIJCOSX wB97M-V def2-TZVPD def2/J DEFGRID3
* xyz 1 3
Pr 1.0016 -1.1258 2.0441
C -1.3874 -1.2824 3.1377
C -1.1644 -2.5396 2.5103
C 0.3909 -2.2947 4.1964
C -0.4354 -1.1334 4.1842
C -0.0514 -3.1583 3.1507
C -2.5491 -0.3982 2.9256
H -2.7184 -0.2230 1.8609
H -2.3902 0.5713 3.4057
H -3.4597 -0.8451 3.3552
C -0.2785 0.0758 5.0242
H -1.2455 0.4835 5.3467
H 0.2392 0.8725 4.4710
H 0.3242 -0.1220 5.9134
C 1.6766 -2.3817 4.9180
H 1.5703 -2.0400 5.9602
H 2.4449 -1.7206 4.4578
H 2.0355 -3.4147 4.9429
C 0.7665 -4.2644 2.5848
H 0.9013 -5.0549 3.3374
H 1.7866 -3.9091 2.3138
H 0.2581 -4.6979 1.7090
C -1.9429 -3.0880 1.3639
H -2.0195 -4.1820 1.3909
H -1.5044 -2.8361 0.3825
H -2.9741 -2.7041 1.3643
C -1.9734 2.1512 -0.2843
C -2.9068 1.2152 -0.0364
C -3.2015 -0.0651 -0.7501
C -2.7143 -0.2058 -2.2140
C -1.3716 -0.8395 -2.3478
C -0.1648 -0.2836 -2.0323
C 0.0629 0.9553 -1.2239
C -0.9630 2.1038 -1.3907
H -4.3044 -0.1412 -0.7723
H -2.8517 0.7686 -2.7213
H -2.8991 -0.9731 -0.2024
H -1.4453 2.0237 -2.3818
H -1.9310 3.0386 0.3456
H -3.5236 1.3844 0.8504
H -0.4071 3.0563 -1.4054
H 0.1248 0.6907 -0.1471
H 0.7304 -0.9361 -1.9378
H 1.0892 1.3202 -1.4365
H -3.4257 -0.8851 -2.7190
H -1.3844 -1.8915 -2.6848
P -0.8146 1.2401 -4.3729
C -0.9430 2.9747 -4.9318
C -1.7488 0.4249 -5.7362
P 1.6127 -0.6942 -3.9726
C 0.9372 0.8516 -4.7893
C 0.7871 -2.0177 -4.9427
C 3.3275 -0.7103 -4.6232
H -0.0689 3.5478 -4.6063
H -1.8569 3.4176 -4.5175
H -1.0062 2.9686 -6.0270
H -1.5041 0.9628 -6.6669
H -2.8204 0.5305 -5.5345
H -1.4965 -0.6404 -5.8340
H 3.3498 -0.4938 -5.6989
H 3.7719 -1.7003 -4.4310
H 3.9157 0.0461 -4.0846
H 1.5206 1.7072 -4.4029
H 1.0731 0.8104 -5.8912
H 1.4285 -2.9097 -4.8600
H 0.6510 -1.7745 -5.9970
H -0.1850 -2.2703 -4.4981
C 1.1000 2.9106 3.2154
C 2.3113 1.9723 3.1822
C 3.2973 2.4164 2.1064
C 3.0327 1.9411 4.5290
O 1.8636 0.6539 2.8635
H 0.5977 2.8805 2.2394
H 1.4008 3.9434 3.4543
H 0.3788 2.5832 3.9747
H 3.7335 3.3927 2.3693
H 4.0995 1.6803 1.9884
H 2.7987 2.4986 1.1326
H 2.3475 1.6414 5.3333
H 3.8471 1.2058 4.4966
H 3.4466 2.9343 4.7735
*
```

# 3
C27H51BBrCl38N | ωB97M-V/def2-TZVPD

Structure (ORCA input):
```
! RIJCOSX wB97M-V def2-TZVPD def2/J DEFGRID3
* xyz 0 1
Br -4.2362 4.0152 0.5223
B -4.8408 2.8968 -0.9394
C -4.9821 1.3588 -0.7673
C -3.6303 0.6360 -0.5918
C -3.7762 -0.9048 -0.7357
C -3.3089 -1.3650 -2.1201
N -2.0244 -2.0488 -2.1369
C -1.0514 -2.0909 -1.1785
C -0.0013 -2.8022 -1.6866
C -0.3530 -3.2295 -2.9923
C -1.6109 -2.7443 -3.2378
H -5.1088 3.4895 -1.9317
H -5.5905 1.2117 0.1348
H -5.5438 0.9776 -1.6242
H -2.9337 1.0097 -1.3477
H -3.2378 0.9006 0.3935
H -3.2546 -1.4047 0.0780
H -4.8436 -1.1104 -0.6483
H -4.0543 -2.0109 -2.5879
H -3.2246 -0.4989 -2.7842
H -1.1368 -1.6244 -0.2120
H 0.9178 -2.9939 -1.1569
H 0.2667 -3.8016 -3.6631
H -2.1966 -2.8626 -4.1349
C -4.3995 7.3349 -1.5105
Cl -3.5326 7.0195 -3.0191
Cl -6.1468 7.4384 -1.7603
H -4.1893 6.5191 -0.8315
H -4.0525 8.2743 -1.0993
C -1.2341 6.4176 1.7507
Cl -1.7307 5.7546 3.3153
Cl -2.4209 7.5693 1.1358
H -0.2780 6.9132 1.8597
H -1.1536 5.6019 1.0437
C -0.6181 2.6213 1.5060
Cl 0.7979 3.6636 1.2301
Cl -0.2927 1.3714 2.6915
H -1.4316 3.2410 1.8683
H -0.8895 2.1556 0.5633
C -0.1964 -3.8847 2.4864
Cl -0.9631 -5.2284 1.6406
Cl -1.1484 -2.3909 2.4069
H -0.0861 -4.1682 3.5246
H 0.7725 -3.6852 2.0422
C 3.7342 -1.5414 0.1583
Cl 2.4554 -1.3205 1.3683
Cl 3.3584 -2.8520 -0.9708
H 3.8337 -0.6214 -0.4046
H 4.6536 -1.7775 0.6686
C 0.6031 -8.2342 3.7615
Cl 0.3558 -6.6226 4.4595
Cl 1.3555 -8.1498 2.1650
H 1.2486 -8.8012 4.4233
H -0.3583 -8.7191 3.6617
C -3.6009 7.4396 6.5557
Cl -2.3878 7.7778 7.7967
Cl -4.3795 8.9157 5.9755
H -3.1126 6.9556 5.7187
H -4.3583 6.7913 6.9792
C 3.9318 -6.5470 5.7509
Cl 4.4633 -8.0869 6.4424
Cl 3.9529 -6.5712 3.9866
H 2.9151 -6.3572 6.0758
H 4.5960 -5.7643 6.0967
C -0.8520 -7.2843 -1.4740
Cl -1.0096 -5.6506 -2.1437
Cl 0.7580 -7.9593 -1.7943
H -0.9919 -7.2333 -0.4004
H -1.5931 -7.9384 -1.9182
C 2.1597 1.0767 5.5424
Cl 1.0424 -0.2592 5.2323
Cl 3.8420 0.5344 5.5801
H 2.0492 1.8078 4.7490
H 1.9150 1.5195 6.4981
C 3.3246 -5.2206 -3.7895
Cl 2.0107 -5.9419 -4.7244
Cl 3.8916 -3.6975 -4.4995
H 2.9674 -5.0342 -2.7829
H 4.1580 -5.9123 -3.7742
C 3.3590 4.3062 7.7537
Cl 1.7296 3.9209 7.1786
Cl 4.2005 2.8714 8.3451
H 3.9238 4.7266 6.9304
H 3.2768 5.0219 8.5624
C 2.2298 6.2698 -1.1642
Cl 1.0138 7.4697 -0.6977
Cl 3.8743 6.8488 -0.8894
H 2.0749 5.3747 -0.5745
H 2.1090 6.0558 -2.2195
C 1.2252 2.0540 -2.0547
Cl 0.1824 0.6645 -2.3596
Cl 2.9270 1.5765 -1.9543
H 1.1050 2.7698 -2.8606
H 0.9502 2.4998 -1.1073
C -4.8800 5.6518 -6.0523
Cl -5.9173 4.2209 -6.1223
Cl -3.1622 5.2267 -6.0118
H -5.0629 6.2553 -6.9329
H -5.1146 6.2060 -5.1511
C 6.7338 -0.0233 -1.8119
Cl 6.1228 1.4047 -0.9595
Cl 6.7413 -1.4543 -0.7722
H 6.0937 -0.2198 -2.6647
H 7.7469 0.1780 -2.1396
C 6.8892 2.1274 -5.0325
Cl 5.8020 0.7750 -5.3692
Cl 8.5767 1.6094 -4.9256
H 6.7975 2.8518 -5.8324
H 6.6048 2.5684 -4.0836
C -2.9717 1.6983 -6.1753
Cl -2.4041 1.3739 -4.5281
Cl -3.3526 0.2082 -7.0462
H -3.8643 2.3076 -6.1204
H -2.1885 2.2219 -6.7094
C -1.4664 -10.8744 0.9218
Cl -0.9242 -10.7689 2.6021
Cl -2.6435 -9.6161 0.5324
H -0.6027 -10.7560 0.2775
H -1.9280 -11.8424 0.7702
*
```

# 4
C27H51Cl9O22 | ωB97M-V/def2-TZVPD

Output
- SMILES string: COC(=O)OC.COC(=O)OC.COC(=O)OC.COC(=O)OC.COC(=O)OC.COC(=O)OC.COC(=O)OC.ClC(Cl)Cl.ClC(Cl)Cl.ClC(Cl)Cl.CC(C)=O

Structure (ORCA input):
```
! RIJCOSX wB97M-V def2-TZVPD def2/J DEFGRID3
* xyz 0 1
C 0.6678 31.5478 -12.3604
O 1.9778 31.3447 -12.8808
C 2.3326 31.6952 -14.1029
O 3.4721 31.7681 -14.4518
O 1.2675 31.9221 -14.8846
C 1.5319 31.9784 -16.2866
H 0.6150 32.5189 -11.8699
H 0.5786 30.8313 -11.5399
H -0.0982 31.3067 -13.0901
H 2.4197 32.5776 -16.4941
H 0.6816 32.3835 -16.8215
H 1.7869 30.9750 -16.6350
C 5.7654 23.6481 -15.6540
O 6.0608 23.9716 -17.0082
C 5.7757 25.2213 -17.3653
O 5.5151 26.1366 -16.6322
O 5.8186 25.2685 -18.6946
C 5.9446 26.5524 -19.2825
H 4.7041 23.7445 -15.4245
H 6.3137 24.3578 -15.0312
H 6.0776 22.6440 -15.3884
H 6.0029 27.3074 -18.4998
H 5.0647 26.7696 -19.8887
H 6.8064 26.6334 -19.9416
C -2.1291 24.2129 -22.1660
O -1.4813 24.2976 -20.9021
C -1.7031 25.3531 -20.1328
O -2.5042 26.2223 -20.4094
O -0.9176 25.3051 -19.0818
C -1.0611 26.3633 -18.1181
H -2.0641 23.1618 -22.4445
H -1.5689 24.7778 -22.9091
H -3.1784 24.4859 -22.0984
H -0.2533 26.2416 -17.4049
H -2.0330 26.2160 -17.6505
H -0.9420 27.3248 -18.6149
C 3.1693 28.5169 -18.3387
O 1.8183 28.5024 -18.7942
C 1.3240 29.6274 -19.2771
O 1.8559 30.7135 -19.2742
O 0.0809 29.3855 -19.6708
C -0.6405 30.3710 -20.3865
H 3.4913 29.5265 -18.1050
H 3.8010 27.9585 -19.0291
H 3.2166 27.8834 -17.4501
H -1.5675 29.9255 -20.7198
H -0.1149 30.6294 -21.3165
H -0.7100 31.3105 -19.8408
C 5.2781 29.2571 -15.6875
O 4.9758 28.2831 -14.7016
C 5.8895 27.7359 -13.9365
O 7.0680 28.0052 -13.9609
O 5.3394 26.8257 -13.1670
C 6.1377 26.2383 -12.1322
H 5.8324 30.0748 -15.2326
H 4.2780 29.5908 -15.9614
H 5.7452 28.9003 -16.6059
H 6.9535 25.6572 -12.5658
H 5.4597 25.6622 -11.5214
H 6.6654 27.0650 -11.6511
C 0.3037 27.2539 -22.4090
O 0.6533 28.3813 -23.1753
C -0.0648 28.6784 -24.2497
O -1.0903 28.1467 -24.5787
O 0.5336 29.6921 -24.8636
C -0.1435 30.2648 -25.9617
H -0.7844 27.1982 -22.2810
H 0.6550 27.3853 -21.3884
H 0.5727 26.2813 -22.8212
H 0.0537 29.7931 -26.9247
H 0.1669 31.3056 -26.0170
H -1.2272 30.2464 -25.8363
C -5.6195 29.2466 -21.0215
O -4.3780 29.5787 -20.4356
C -4.2689 29.4445 -19.1243
O -5.1260 29.1430 -18.3394
O -3.0115 29.6857 -18.8015
C -2.6010 29.6147 -17.4543
H -5.5424 29.3032 -22.1023
H -6.4042 29.9362 -20.6963
H -5.9200 28.2431 -20.7115
H -1.6112 30.0797 -17.4620
H -2.3978 28.6029 -17.1007
H -3.2261 30.1520 -16.7442
Cl -3.2793 35.3632 -16.5006
C -2.9293 33.6641 -16.9226
Cl -1.5693 33.6347 -18.0630
Cl -4.3705 32.9177 -17.6477
H -2.7430 33.0691 -16.0391
Cl -0.5001 26.4270 -14.3836
C 1.2324 26.7975 -14.4924
Cl 1.4980 28.5179 -14.7764
Cl 1.9812 25.8438 -15.7801
H 1.7283 26.5593 -13.5608
Cl 6.0589 32.6385 -20.8991
C 5.3099 31.2689 -20.1015
Cl 5.1122 31.6237 -18.3885
Cl 6.2684 29.7916 -20.2480
H 4.3427 31.0582 -20.5432
C 3.1885 23.7793 -18.2823
C 3.0523 23.8866 -19.7824
C 2.7591 25.2096 -20.4401
O 3.3085 22.9211 -20.4646
H 3.9662 23.0562 -18.0434
H 2.2801 23.3428 -17.8578
H 3.3746 24.7652 -17.8577
H 1.7056 25.4904 -20.3658
H 2.7999 24.9490 -21.5046
H 3.4742 26.0126 -20.2953
*
```

no.,calculated total energy (Ha)
1,-2008.83157
2,-2333.44421
3,-21200.25702
4,-6856.39766